(1)
Molecular formula: C8H11NO2S
Method: DFT, the ωB97M-V functional and the def2-TZVPD basis

Computed properties:
SMILES = C=C/C=C/C=C\C=N\S(C)(=O)=O
HOMO energy (alpha / beta) = -8.6 / -8.6 eV
2S+1 = 1

```
23
Properties=species:S:1:pos:R:3:mulliken_charge:R:1
C -0.941 -3.164 -1.004 -0.849
C -1.245 -2.879 0.288 -0.207
C -0.507 -2.144 1.232 -0.015
C 0.589 -1.413 1.073 -0.126
C 1.072 -0.532 2.063 -0.270
C 1.479 0.789 1.774 -0.660
C 1.206 1.595 0.639 0.443
N 0.646 1.157 -0.401 -0.485
S 0.467 1.924 -1.870 1.131
C -1.134 2.612 -1.464 -0.865
O 0.362 0.900 -2.866 -0.614
O 1.354 3.039 -2.076 -0.637
H -1.546 -3.815 -1.546 0.325
H 0.072 -3.027 -1.466 0.243
H -2.232 -3.072 0.586 0.344
H -0.885 -2.229 2.264 0.283
H 1.015 -1.186 0.119 0.305
H 1.240 -0.801 3.138 0.321
H 1.705 1.369 2.776 0.171
H 1.610 2.637 0.929 0.242
H -1.179 2.510 -0.422 0.305
H -1.213 3.679 -1.849 0.297
H -1.934 2.051 -1.915 0.315
```

***

(2)
Molecular formula: C8H11NO2S
Method: DFT, the ωB97M-V functional and the def2-TZVPD basis

Computed properties:
HOMO energy = -8.4 eV
2S+1 = 1

```
23
Properties=species:S:1:pos:R:3:mulliken_charge:R:1
C 1.075 0.298 3.013 -0.542
C -0.199 0.662 2.674 -0.716
C 1.705 -0.602 2.111 -0.336
C -0.734 0.349 1.430 -0.422
C 1.142 -1.057 0.982 -0.414
C -0.103 -0.584 0.624 0.824
C 0.633 1.558 -2.627 -0.808
C -2.021 -0.846 -0.846 -1.172
N -0.640 -0.954 -0.588 0.061
O -0.274 -1.017 -3.030 -0.575
O 1.139 0.589 -1.685 -0.323
S 0.513 -1.068 -1.825 0.605
H 1.681 0.571 3.968 0.260
H -0.745 1.255 3.316 0.450
H 2.657 -1.014 2.410 0.350
H -1.726 0.745 1.069 0.406
H 1.637 -1.981 0.464 0.220
H -0.302 1.425 -3.083 0.310
H 0.463 2.523 -2.164 0.323
H 1.224 1.854 -3.515 0.319
H -2.336 -0.022 -1.460 0.252
H -2.309 -1.735 -1.375 0.319
H -2.478 -0.949 0.136 0.611
```

***

Least stable structure: (1)

***

(1)
Molecular formula: C5H3N
Method: DFT, the ωB97M-V functional and the def2-TZVPD basis

Computed properties:
expectation value of S² = 2.052
HOMO energy (alpha / beta) = -8.3 / -10.8 eV
2S+1 = 3

```
9
Properties=species:S:1:pos:R:3:mulliken_spin:R:1
C 0.431 1.037 0.546 1.366
C -0.463 1.084 -0.487 -0.076
C 0.540 -1.279 0.030 0.044
C 0.773 -0.263 1.097 0.017
C -1.087 0.858 -1.503 0.571
N 0.124 -1.837 -0.882 0.016
H 1.642 -0.520 1.695 0.010
H -0.036 -0.096 1.765 0.055
H -1.923 1.017 -2.261 -0.005
```

***

(2)
Molecular formula: C5H3N
Method: DFT, the ωB97M-V functional and the def2-TZVPD basis

Computed properties:
expectation value of S² = 2.127
HOMO energy (alpha / beta) = -7.5 / -9.0 eV
2S+1 = 3

```
9
Properties=species:S:1:pos:R:3:mulliken_spin:R:1
C -0.811 -0.063 -0.542 0.510
C 0.086 -0.513 -1.427 -0.208
C 1.286 0.018 -1.519 1.060
C -0.378 0.083 0.885 -0.017
C 1.014 0.332 0.782 0.585
N 1.776 0.161 -0.130 -0.034
H -1.779 0.228 -0.905 0.016
H -0.934 0.748 1.497 0.008
H -0.260 -0.994 1.359 0.080
```

***

Least stable structure: (2)

***

(1)
Molecular formula: H4NS
Method: DFT, the ωB97M-V functional and the def2-TZVPD basis

Computed properties:
HOMO energy = -2.5 eV
total charge = -1
2S+1 = 1

```
6
Properties=species:S:1:pos:R:3:mulliken_charge:R:1
N -0.725 -0.825 1.123 -0.729
H -0.138 -0.642 1.930 0.195
H -1.345 -0.041 1.032 0.231
H -0.025 -0.747 0.389 0.285
S 1.299 1.567 -1.757 -0.920
H 0.934 0.688 -2.717 -0.062
```

***

(2)
Molecular formula: H4NS
Method: DFT, the ωB97M-V functional and the def2-TZVPD basis

Computed properties:
HOMO energy = -2.6 eV
total charge = -1
2S+1 = 1

```
6
Properties=species:S:1:pos:R:3:mulliken_charge:R:1
N -0.540 0.469 -1.965 -0.746
H -1.118 -0.327 -1.726 0.253
H 0.094 0.428 -1.141 0.216
H -1.092 1.305 -1.779 0.211
S 0.297 -0.323 1.143 -0.879
H 1.513 0.201 1.194 -0.055
```

***

(3)
Molecular formula: H4NS
Method: DFT, the ωB97M-V functional and the def2-TZVPD basis

Computed properties:
HOMO energy = -2.6 eV
total charge = -1
2S+1 = 1

```
6
Properties=species:S:1:pos:R:3:mulliken_charge:R:1
N -1.028 -0.848 -0.052 -0.680
H -0.455 -0.105 0.386 0.245
H -1.413 -0.626 -1.026 0.193
H -0.383 -1.672 -0.011 0.184
S 1.193 1.970 0.752 -0.908
H 2.087 1.280 -0.049 -0.034
```

***

Least stable structure: (3)